Arrangement P

Density functional theory data (the ωB97M-V functional and the def2-TZVPD basis) for a gas-phase ion, C5H13N4 (charge +1).

Geometry as ORCA input:
```
! wB97M-V def2-TZVPD RIJCOSX def2/J DEFGRID3
* xyz 1 1
C -0.09 -1.30 0.34
C 0.56 -1.08 -1.95
C 0.50 0.36 -1.69
C -0.88 0.28 2.88
C 0.14 0.67 1.80
N 0.06 -1.87 -0.79
N -0.15 -0.01 0.58
N 1.85 -1.51 -2.39
N -0.79 1.06 -1.83
H -0.29 -2.00 1.15
H -0.18 -1.36 -2.73
H 1.38 0.96 -1.59
H -0.75 -0.77 3.16
H -0.72 0.90 3.76
H -1.90 0.43 2.52
H 0.05 1.74 1.60
H 1.16 0.45 2.15
H 2.59 -1.25 -1.75
H 1.87 -2.51 -2.52
H -0.68 2.05 -1.59
H -1.46 0.63 -1.17
H -1.16 0.99 -2.79
*
```

For the HOMO energy (spin up / spin down), the calculation gives -0.477 / -0.466 Ha. The frontier orbital gap (spin up / spin down) is 8.096 / 7.324 eV.



Arrangement Q

Density functional theory data (the ωB97M-V functional and the def2-TZVPD basis) for a molecular structure, C5H13N4.

Geometry as ORCA input:
```
! wB97M-V def2-TZVPD RIJCOSX def2/J DEFGRID3
* xyz 1 1
C 2.09 -0.04 0.10
C 0.93 0.88 -0.47
C -0.37 0.40 -0.01
C -1.10 1.00 1.05
C -2.04 -1.41 -0.40
N 1.68 -1.15 0.58
N 0.35 -1.18 0.76
N 3.31 0.18 -0.41
N -1.30 -0.17 -0.94
H 1.05 1.86 0.04
H 1.00 1.01 -1.52
H -0.50 1.26 2.05
H -1.93 0.41 1.37
H -1.38 1.97 0.79
H -1.19 -1.93 -0.05
H -2.61 -1.01 0.41
H -2.59 -1.72 -1.23
H 0.11 -1.19 1.81
H 3.39 1.06 -0.79
H 3.96 -0.53 -0.13
H -1.92 0.59 -1.13
H -0.91 -0.29 -1.88
*
```

For the HOMO energy, the calculation gives -0.432 Ha. The frontier orbital gap is 8.506 eV.



Most stable of them? arrangement Q.



Arrangement P

Density functional theory data (the ωB97M-V functional and the def2-TZVPD basis) for a gas-phase ion, C5H13N4 (charge +1).

Geometry as ORCA input:
```
! wB97M-V def2-TZVPD RIJCOSX def2/J DEFGRID3
* xyz 1 1
C -2.94 0.23 -0.35
N -1.77 0.15 -0.76
C -0.67 0.02 0.20
C 0.28 -1.18 -0.20
C 1.26 -1.49 0.91
N 0.89 -0.57 -1.34
N 1.20 0.76 -1.09
C 0.24 1.28 -0.04
N 0.88 1.68 1.13
H -3.60 0.40 -1.17
H -3.17 0.22 0.77
H -0.94 -0.10 1.21
H -0.25 -2.15 -0.59
H 1.52 -2.55 0.78
H 0.75 -1.41 1.86
H 2.14 -0.77 0.99
H 1.68 -1.04 -1.76
H -0.04 -0.71 -1.74
H 1.28 1.45 -1.87
H -0.31 2.10 -0.47
H 0.70 2.64 1.50
H 0.88 1.06 2.02
*
```

For the HOMO energy, the calculation gives -0.490 Ha. The frontier orbital gap is 10.498 eV. As for the SMILES: C=N[C@H]1[C@H](C)[NH2+]N[C@@H]1N.



Arrangement Q

Density functional theory data (the ωB97M-V functional and the def2-TZVPD basis) for a gas-phase ion, C5H13N4 (charge +1).

Geometry as ORCA input:
```
! wB97M-V def2-TZVPD RIJCOSX def2/J DEFGRID3
* xyz 1 1
C -0.53 -1.45 -0.34
C -0.59 0.86 -0.09
C 1.29 -0.01 -0.07
C 2.06 0.28 1.20
C -2.69 -0.39 -0.56
N -1.29 -0.41 -0.32
N 0.80 -1.39 -0.28
N -0.95 1.46 1.01
N 2.01 0.29 -1.23
H -1.00 -2.37 -0.56
H -0.54 1.42 -1.02
H 2.05 -0.52 1.87
H 1.53 1.10 1.63
H 3.03 0.60 1.05
H -3.10 0.54 -1.03
H -2.85 -1.22 -1.23
H -3.31 -0.66 0.32
H 1.30 -2.18 0.00
H -0.87 0.80 1.84
H -0.84 2.43 1.05
H 1.99 -0.40 -1.98
H 2.48 1.22 -1.26
*
```

For the HOMO energy, the calculation gives -0.420 Ha. The frontier orbital gap is 8.390 eV.



Most stable of them? arrangement Q.



Arrangement P

Density functional theory data (the ωB97M-V functional and the def2-TZVPD basis) for 2 unconnected molecules or ions with the total composition C3H12N4O.

Geometry as ORCA input:
```
! wB97M-V def2-TZVPD RIJCOSX def2/J DEFGRID3
* xyz 0 1
C -1.74 -1.08 0.86
N -0.89 -0.40 0.25
C 0.28 -1.03 -0.79
N 0.11 -2.41 -0.98
N 1.52 -0.70 -0.18
N 0.02 -0.28 -1.98
H -1.83 -2.16 0.74
H -2.39 -0.61 1.59
H 0.94 -2.98 -0.83
H -0.66 -2.63 -1.59
H 1.52 0.31 0.04
H 1.67 -1.23 0.66
H 0.72 -0.50 -2.69
H 0.03 0.71 -1.77
C 0.22 2.82 1.29
O 0.23 1.88 0.26
H -0.77 3.30 1.40
H 0.94 3.62 1.05
H 0.50 2.39 2.26
H -0.43 0.98 0.43
*
```

For the HOMO energy, the calculation gives -0.330 Ha. The frontier orbital gap is 9.905 eV. As for the SMILES: C=NC(N)(N)N.CO.



Arrangement Q

Density functional theory data (the ωB97M-V functional and the def2-TZVPD basis) for 3 unconnected molecules or ions with the total composition C3H12N4O.

Geometry as ORCA input:
```
! wB97M-V def2-TZVPD RIJCOSX def2/J DEFGRID3
* xyz 0 1
C -0.31 0.40 1.02
C -2.02 -0.50 -0.55
C 2.83 1.22 -0.76
N 0.20 1.04 0.01
N 0.18 -0.91 1.26
N -1.12 -0.93 -1.44
N -2.63 -1.38 0.28
O 2.18 1.30 0.45
H -0.03 2.03 0.04
H -0.83 0.87 1.86
H -2.50 0.45 -0.72
H 0.16 -1.14 2.24
H 1.15 -0.92 0.95
H -0.42 -0.21 -1.67
H -3.29 -0.99 0.93
H -0.66 -1.80 -1.20
H -1.99 -2.05 0.71
H 3.87 0.88 -0.62
H 2.87 2.17 -1.32
H 2.36 0.48 -1.45
*
```

For the HOMO energy (spin up / spin down), the calculation gives -0.259 / -0.207 Ha. The frontier orbital gap (spin up / spin down) is 7.587 / 5.818 eV.



Arrangement R

Density functional theory data (the ωB97M-V functional and the def2-TZVPD basis) for 3 unconnected molecules or ions with the total composition C3H12N4O.

Geometry as ORCA input:
```
! wB97M-V def2-TZVPD RIJCOSX def2/J DEFGRID3
* xyz 0 1
H 1.60 -0.98 1.63
N 1.44 -1.26 0.66
C 2.14 -0.67 -0.20
O 3.11 0.23 -0.04
H 2.01 -0.93 -1.25
H 3.18 0.52 0.89
C -1.79 -1.31 -1.66
N -2.16 -0.76 -0.58
N -1.29 -0.56 0.42
N -1.81 -0.24 1.68
H -2.50 -1.36 -2.46
H -0.79 -1.74 -1.81
H -0.34 -1.05 0.47
H -2.27 0.67 1.62
H -2.52 -0.92 1.98
C 0.42 2.07 -0.28
H -0.19 2.92 -0.56
H 1.39 2.17 -0.75
H 0.53 2.05 0.80
H -0.14 1.15 -0.56
*
```

For the HOMO energy, the calculation gives -0.300 Ha. The frontier orbital gap is 8.815 eV. As for the SMILES: [H]/N=C\O.C=NNN.C.



Most stable of them? arrangement P.



Arrangement P

Density functional theory data (the ωB97M-V functional and the def2-TZVPD basis) for 3 unconnected molecules or ions with the total composition C3H12N4O.

Geometry as ORCA input:
```
! wB97M-V def2-TZVPD RIJCOSX def2/J DEFGRID3
* xyz 0 1
C -1.93 0.69 0.91
C 0.46 1.12 0.73
N -2.35 0.70 -0.33
H -2.66 1.57 -0.74
H -1.81 0.00 -0.93
H -1.59 -0.25 1.33
H -2.17 1.52 1.55
H 0.79 1.61 -0.18
H -0.11 1.86 1.30
H 1.29 0.80 1.36
N 1.77 -0.80 -0.49
C 0.34 -0.75 -0.20
N 2.16 -0.22 -1.73
N 0.00 -1.62 0.89
O -0.47 -0.73 -1.18
H 2.06 -1.77 -0.49
H 2.43 0.74 -1.56
H 1.35 -0.22 -2.36
H 0.75 -1.71 1.57
H -0.30 -2.53 0.55
*
```

For the HOMO energy, the calculation gives -0.283 Ha. The frontier orbital gap is 8.217 eV.



Arrangement Q

Density functional theory data (the ωB97M-V functional and the def2-TZVPD basis) for 2 unconnected molecules or ions with the total composition C3H12N4O.

Geometry as ORCA input:
```
! wB97M-V def2-TZVPD RIJCOSX def2/J DEFGRID3
* xyz 0 1
C 1.67 -0.42 -0.76
C 0.86 -0.25 1.58
N 0.62 -0.72 0.21
C -0.65 -0.84 -0.20
N -1.58 -1.35 0.67
N -0.95 -0.75 -1.52
H -2.51 -0.98 0.53
H -1.32 -1.40 1.64
H -1.84 -1.16 -1.75
H 1.90 0.06 1.67
H 2.62 -0.80 -0.37
H 1.73 0.65 -0.92
H 1.45 -0.93 -1.70
H 0.69 -1.05 2.32
H 0.22 0.61 1.77
N -0.96 1.58 -0.46
O 0.26 2.35 -0.09
H 0.43 2.92 -0.85
H -1.71 2.19 -0.12
H -0.94 0.31 -1.66
*
```

For the HOMO energy, the calculation gives -0.242 Ha. The frontier orbital gap is 7.406 eV.



Most stable of them? arrangement Q.